Entry 1:
C5H15N3 | wB97M-V/def2-TZVPD

The geometry in XYZ format:
```
23
Properties=species:S:1:pos:R:3:forces:R:3
C 1.1290 1.1764 -1.2423 -0.1 0.0 0.1
C 0.9229 -0.3602 0.7511 0.1 0.1 -0.4
C -1.5509 0.1467 0.6678 0.2 0.0 -0.1
C 0.7503 -1.7095 1.3579 -0.1 -0.1 0.0
C -2.2558 -0.9900 -0.0609 0.0 0.0 0.1
N 1.4078 -0.2122 -0.4610 -0.3 0.1 0.2
N -0.2296 1.4088 -1.3117 0.2 0.0 0.0
N 1.7921 2.1635 -0.4255 0.0 -0.1 0.0
H 1.3085 -1.0233 -1.0662 0.0 0.0 0.1
H 1.6197 0.9740 -2.2039 0.0 0.0 0.1
H 1.0064 0.5088 1.3896 -0.1 0.0 0.0
H -0.7574 0.7832 -0.2469 0.0 -0.1 0.1
H 1.3803 3.0694 -0.6012 0.0 -0.1 0.0
H -0.6133 0.9891 -2.1523 0.1 0.0 0.0
H 2.7939 2.1888 -0.5662 -0.1 0.0 0.0
H -1.3587 -0.0936 1.7139 0.0 0.0 0.0
H -2.1799 1.0461 0.6831 0.0 0.0 0.0
H 1.6916 -2.0191 1.8252 0.0 0.1 0.0
H -0.0158 -1.7028 2.1324 0.0 0.0 0.0
H 0.4846 -2.4601 0.6112 0.0 0.1 0.0
H -1.6450 -1.8983 -0.0957 0.0 0.0 0.0
H -3.2094 -1.2730 0.3991 0.1 0.0 0.0
H -2.4713 -0.7126 -1.0975 0.0 0.0 0.0
```
Forces are in eV/Å.

The gap between HOMO and LUMO comes out at 7.996 eV. The energy comes out at -9895.287 eV. The value obtained for the LUMO energy is 0.878 eV. As for the HOMO energy: -7.118 eV.

***

Entry 2:
C3H8N2O2S | wB97M-V/def2-TZVPD

The geometry in XYZ format:
```
16
Properties=species:S:1:pos:R:3:forces:R:3
C 1.3401 1.6778 -0.8216 -0.8 3.9 -2.4
N 2.0595 0.7000 -0.1105 0.2 -3.4 -1.4
S 1.9040 -0.7174 -0.7212 2.0 -1.6 3.6
O 1.1279 -1.1016 -1.8559 -0.1 0.7 -0.3
O 2.5459 -1.8066 0.0537 -1.2 2.4 -1.6
H 0.2517 1.6359 -0.6799 0.3 0.2 0.9
H 1.8145 2.6825 -0.5572 -1.1 -1.2 0.0
H 1.3358 1.7545 -1.9696 0.8 -0.9 1.3
C -1.2316 -1.0206 1.3833 1.1 -0.8 0.4
C -1.7642 -0.5845 0.1378 -2.6 -0.8 -3.7
N -1.2287 0.3955 1.0029 3.7 -1.7 -1.3
H -1.8966 -1.3470 2.1125 -1.4 -0.2 1.2
H -0.3827 -1.6965 1.3895 0.7 0.8 0.0
H -1.2079 -0.8063 -0.8133 -0.3 0.5 1.0
H -2.8701 -0.7087 -0.0760 1.2 0.5 0.6
H -1.7977 0.9430 1.5254 -2.4 1.7 1.7
```
Forces are in eV/Å.

The gap between HOMO and LUMO comes out at 9.548 eV. The energy comes out at -21146.864 eV. The value obtained for the LUMO energy is -0.254 eV. As for the HOMO energy: -9.802 eV.

***

Entry 3:
C8H13NO | wB97M-V/def2-TZVPD

The geometry in XYZ format:
```
23
Properties=species:S:1:pos:R:3:forces:R:3
C 2.2561 -0.4312 0.2597 0.2 0.0 -0.1
C 0.9014 0.1971 0.4863 -0.1 -0.4 0.2
C 0.0294 0.8186 -0.5546 -0.4 -0.3 0.0
C -0.5645 2.1890 -0.4202 0.0 0.1 -0.1
C 0.1269 0.0615 -1.8804 0.2 0.1 -0.2
C -0.3084 -1.2462 -1.1692 -0.1 -0.3 -0.2
C -0.4070 -0.4928 0.1557 0.5 1.3 0.1
C -1.5352 -0.6670 1.0995 -2.5 -0.3 -1.4
N -1.2712 -1.0453 2.3678 0.3 -1.2 1.7
O -2.7155 -0.6488 0.7250 1.5 -0.2 -0.3
H 2.3176 -0.9758 -0.6910 0.0 0.1 0.2
H 3.0346 0.3445 0.2503 -0.1 -0.2 0.0
H 2.4908 -1.1388 1.0674 0.0 0.2 -0.2
H 0.8608 0.7555 1.4259 -0.1 -0.1 -0.2
H 0.0914 2.9356 -0.8930 -0.2 -0.1 0.1
H -1.5463 2.2391 -0.9127 0.2 0.0 0.1
H -0.6907 2.4737 0.6336 0.0 -0.1 -0.2
H -0.6210 0.4073 -2.6046 0.2 -0.1 0.2
H 1.1140 0.0665 -2.3649 -0.2 0.0 0.1
H -1.2889 -1.5983 -1.5070 0.2 0.1 0.1
H 0.3965 -2.0896 -1.1932 -0.2 0.2 0.1
H -0.7363 -0.4177 2.9518 0.1 -0.7 0.1
H -1.9346 -1.7369 2.7677 0.5 1.6 -0.1
```
Forces are in eV/Å.

The gap between HOMO and LUMO comes out at 9.945 eV. The energy comes out at -12043.213 eV. The value obtained for the LUMO energy is 0.825 eV. As for the HOMO energy: -9.120 eV.

***

Entry 4:
FeI | wB97M-V/def2-TZVPD

The geometry in XYZ format:
```
2
Properties=species:S:1:pos:R:3:forces:R:3
Fe -11.7478 2.1580 -19.3678 -0.2 -1.3 -0.4
I -12.1134 -0.2140 -20.0650 0.2 1.3 0.4
```
Forces are in eV/Å.

The gap between HOMO and LUMO (spin up / spin down) comes out at 7.411 / 7.202 eV. The energy comes out at -42478.679 eV. Its net charge is +1. Its expectation value of S² is 6.01. The value obtained for the LUMO energy (spin up / spin down) is -7.471 / -7.659 eV. Its spin multiplicity is 5. As for the HOMO energy (spin up / spin down): -14.882 / -14.862 eV.

***

Entry 5:
C34H50Br3Cl12NO21Zr | wB97M-V/def2-TZVPD

The geometry in XYZ format:
```
122
Properties=species:S:1:pos:R:3:forces:R:3
Zr -3.5526 8.0210 30.3220 0.5 -0.4 0.1
C -7.0971 7.4866 23.2884 2.1 -0.2 0.7
C -6.3228 6.0890 23.2394 -1.6 1.7 -1.5
C -6.3688 5.6706 21.7482 -1.6 2.1 0.7
C -5.5562 4.5645 21.3738 2.0 -1.6 -0.5
C -4.0954 4.8421 21.8461 -1.4 -0.6 -1.8
C -3.8987 5.1283 23.3310 1.7 0.4 -1.4
N -4.8599 6.2067 23.7126 -1.7 -0.4 9.7
O -4.7334 6.6550 25.0799 -0.5 -2.0 -9.0
C -2.4225 5.6478 23.4447 -0.9 -0.4 1.6
C -4.1621 3.8081 24.0954 -0.1 -0.7 0.5
C -7.1460 5.0544 24.0737 0.9 0.1 0.8
H -7.9915 7.4964 22.6654 0.2 -0.4 0.2
H -6.3861 8.2244 22.9169 -0.2 0.2 -0.4
H -7.2853 7.8172 24.3099 -0.3 -0.3 0.0
H -6.1387 6.5252 21.1119 0.0 0.3 0.2
H -7.3820 5.3715 21.4799 -0.4 0.6 0.5
H -5.6477 4.5194 20.2886 0.7 -0.2 -0.1
H -6.0138 3.6204 21.6692 0.5 -0.2 0.5
H -3.7619 5.7044 21.2688 0.1 0.1 0.0
H -3.5092 4.0015 21.4749 0.5 0.1 0.7
H -2.2219 5.7982 24.5055 0.2 0.2 0.0
H -2.2576 6.5895 22.9212 0.0 -0.3 -0.2
H -1.7654 4.8302 23.1484 -0.1 0.3 -0.4
H -3.2598 3.2021 24.0138 0.2 0.1 -0.6
H -4.9711 3.2481 23.6263 0.1 0.1 -0.1
H -4.3270 3.7376 25.1706 -0.2 1.1 0.1
H -7.1441 4.0686 23.6085 -0.2 0.2 -0.1
H -8.1389 5.4911 24.1810 0.0 -0.3 -0.3
H -6.7445 4.9363 25.0802 0.0 0.1 0.0
C -0.8739 1.8485 30.4416 -0.1 2.4 0.2
C -1.4347 3.3211 30.6153 2.7 -3.6 -1.0
O -0.7998 4.3779 30.4859 2.7 1.9 0.2
O -2.5935 3.5712 30.5739 -6.1 0.2 0.4
H -0.6584 1.8772 29.3735 0.4 -0.3 0.0
H -1.6022 1.0543 30.6061 0.0 0.4 0.4
H 0.0349 1.7668 31.0378 0.0 -0.4 -0.2
C -17.0752 7.5120 20.4844 -0.8 0.0 0.2
Br -17.6260 8.3812 18.7840 0.5 -0.9 1.1
Br -15.1555 7.1842 20.6613 -0.8 -0.2 -0.4
Br -18.2770 5.9287 20.9862 1.3 1.4 -0.6
H -17.2515 8.2535 21.2637 -0.2 -0.3 -0.3
C -2.9196 10.7826 18.6214 -0.4 1.0 -0.2
Cl -2.9191 11.2771 20.3118 -0.2 -0.6 0.6
Cl -1.3928 10.0240 18.2162 -0.2 -0.1 -0.2
Cl -3.2300 12.2883 17.7389 0.2 0.0 -0.6
H -3.7802 10.1660 18.3621 0.4 -0.3 0.4
C -8.3626 11.9633 13.8188 0.0 0.5 -0.7
Cl -8.8078 13.6522 13.9405 0.0 0.6 0.3
Cl -9.2605 11.2710 12.4818 0.1 -0.3 -0.5
Cl -8.7598 11.0941 15.2606 0.2 -0.4 0.8
H -7.2908 11.9658 13.6204 -0.3 -0.4 0.1
C -10.0637 3.4743 14.8397 -0.1 0.8 -0.8
Cl -11.5223 4.1021 13.9860 0.3 -0.8 0.3
Cl -8.6840 4.3886 14.1654 0.0 -0.3 0.3
Cl -9.7505 1.7136 14.6803 -0.5 1.1 0.3
H -10.2081 3.8347 15.8581 0.2 -0.8 0.0
C -12.0497 15.1080 21.6782 0.2 0.7 -0.3
Cl -13.0225 13.9886 22.6353 0.2 0.1 -0.4
Cl -12.7067 15.4979 20.0696 -0.4 -0.1 0.6
Cl -10.4002 14.5695 21.4014 0.4 -0.5 0.3
H -11.9323 16.0293 22.2487 -0.4 -0.2 -0.2
C -14.6425 6.4716 28.7812 1.1 -0.6 0.4
C -15.0248 6.7243 27.3535 0.5 0.7 0.1
O -16.4103 7.1861 27.4623 0.8 -0.4 -0.5
C -16.8645 6.9114 28.6955 -3.8 0.7 2.6
O -18.0165 7.1577 29.1614 5.3 -1.2 -2.4
O -15.8513 6.3287 29.4225 -2.4 0.4 1.0
H -14.0464 7.2758 29.2125 -0.2 0.3 0.1
H -14.0733 5.5608 28.9669 0.0 -0.1 -0.3
H -14.8458 5.8431 26.7374 -0.9 0.1 -0.2
H -14.3510 7.5204 27.0365 -0.6 0.2 -0.7
C 4.4941 11.3979 26.5436 1.3 0.9 -0.9
C 3.6074 12.3775 25.7797 2.2 0.8 -1.3
O 2.3237 12.1085 26.1986 -1.2 0.4 -0.8
C 2.3510 11.0841 27.0122 -3.0 -1.0 2.4
O 1.3602 10.6117 27.5348 1.0 0.3 -0.8
O 3.5718 10.7113 27.3082 0.5 -1.4 1.2
H 5.2439 11.9436 27.1163 -0.2 -0.3 0.5
H 5.0408 10.7042 25.9047 -0.2 0.0 -0.1
H 3.7527 12.1752 24.7186 -0.5 0.3 -0.2
H 3.8678 13.4144 25.9924 -0.1 0.0 -0.1
C -7.3948 -3.4729 19.9823 4.3 -1.7 -0.7
C -8.7927 -3.7393 19.9362 -3.2 0.6 0.5
O -9.1764 -3.7237 21.3393 0.3 -0.7 0.1
C -8.1723 -3.1675 22.0376 -1.5 1.8 3.0
O -8.2616 -2.7896 23.2071 0.5 -1.3 -2.8
O -7.1512 -2.9136 21.2344 1.0 1.2 0.9
H -6.8874 -2.9186 19.1927 -0.7 0.6 0.0
H -6.8172 -4.3972 19.9890 0.0 -0.4 -0.1
H -9.0873 -4.6987 19.5109 -0.1 0.4 -0.2
H -9.2964 -2.8536 19.5490 -0.5 -0.4 -0.6
C 4.2917 -1.1836 25.0360 0.3 1.0 -0.6
C 3.2307 -0.3263 24.3008 2.0 1.2 1.2
O 2.5067 -1.2453 23.6434 -2.8 -1.2 -2.0
C 2.9122 -2.4826 23.8543 -1.2 -3.8 -1.2
O 2.4202 -3.4990 23.3899 0.6 2.3 0.7
O 3.9680 -2.5056 24.6451 0.5 0.0 1.2
H 4.2044 -0.9818 26.1036 0.5 -0.6 0.0
H 5.2702 -0.9956 24.5942 0.2 0.2 0.7
H 3.7210 0.3001 23.5556 -0.2 0.5 0.3
H 2.5921 0.2115 25.0016 0.1 0.3 -0.2
C 7.1005 7.5286 20.7766 -1.0 -0.4 -3.1
C 6.0782 6.6874 20.0207 -0.7 0.4 0.0
O 5.4337 6.0757 21.0975 -3.9 -1.8 -1.0
C 6.0632 6.1299 22.2133 0.5 -1.0 4.2
O 5.7480 5.6214 23.3121 1.1 1.8 -4.0
O 7.1711 6.8640 21.9729 1.9 0.1 2.5
H 6.7138 8.5448 20.8539 0.6 0.1 0.3
H 7.8745 7.3651 20.0268 1.4 0.9 1.2
H 6.4702 5.8980 19.3795 0.2 0.2 0.0
H 5.3645 7.3048 19.4752 0.0 -0.2 -0.1
C -5.1512 16.1548 25.8521 0.6 1.3 0.8
C -3.6433 16.1264 25.7994 -0.3 0.0 -1.3
O -3.2920 15.1914 26.8173 0.3 -0.1 0.0
C -4.3470 14.3810 27.0315 0.1 -1.6 2.2
O -4.3132 13.3776 27.7581 -0.3 2.7 -2.4
O -5.4474 14.8914 26.4352 -0.4 -0.9 -0.2
H -5.5533 16.3801 24.8644 -0.4 -0.8 0.1
H -5.4724 16.9425 26.5336 -0.3 -0.1 0.1
H -3.1848 17.1143 25.8436 0.2 -0.3 0.8
H -3.3953 15.7360 24.8124 0.5 -0.4 0.1
```
Forces are in eV/Å.

The gap between HOMO and LUMO comes out at 2.531 eV. The energy comes out at -442197.966 eV. Its net charge is +2. The value obtained for the LUMO energy is -9.713 eV. As for the HOMO energy: -12.244 eV.

***

Entry 6:
C5H7N | wB97M-V/def2-TZVPD

The geometry in XYZ format:
```
13
Properties=species:S:1:pos:R:3:forces:R:3
C 2.5032 -0.5857 0.0818 -0.4 0.2 -0.2
C 1.5150 -0.0357 -0.3346 0.4 -0.2 0.2
C 0.3371 0.6528 -0.8184 0.1 -0.1 -0.2
N -0.3747 1.5790 0.0742 0.0 0.1 0.2
C -1.0114 0.3157 -0.2719 -0.2 -0.1 0.0
C -1.2052 -0.7613 0.7657 0.0 0.0 0.0
H 3.3845 -1.0632 0.4504 -0.2 0.1 -0.1
H 0.4035 1.0079 -1.8445 0.0 -0.1 0.1
H 0.0328 1.5177 1.0056 0.0 0.0 -0.1
H -1.8490 0.4463 -0.9568 0.2 0.0 0.1
H -0.2766 -0.9548 1.3125 -0.1 0.0 -0.1
H -1.9774 -0.4589 1.4824 0.1 -0.1 -0.1
H -1.5236 -1.7000 0.2999 0.0 0.1 0.0
```
Forces are in eV/Å.

The gap between HOMO and LUMO comes out at 10.398 eV. The energy comes out at -6785.700 eV. The value obtained for the LUMO energy is 1.138 eV. As for the HOMO energy: -9.259 eV.

***

Entry 7:
C8H15NSSi | wB97M-V/def2-TZVPD

The geometry in XYZ format:
```
26
Properties=species:S:1:pos:R:3:forces:R:3
C -3.1640 -0.8907 0.5559 0.3 -1.9 -1.0
Si -1.6497 0.1288 0.1720 1.1 0.5 -1.2
C -1.6445 1.1878 -1.4798 -5.5 -0.4 2.9
C -1.1534 1.1253 1.6918 -0.6 1.3 0.6
N -0.5413 -1.1615 -0.2340 1.0 -0.4 2.4
C 0.5989 -1.0585 -1.1342 -3.3 0.0 -2.6
C 1.7585 -0.3239 -0.6160 1.2 -1.3 1.0
C 2.5593 -0.7913 0.4104 -0.8 -0.5 -0.6
C 3.7341 -0.0732 0.6614 -1.6 0.3 -2.1
C 3.8033 0.9167 -0.2599 2.1 3.0 0.1
S 2.4708 1.0171 -1.3371 0.6 0.5 0.2
H -2.9329 -1.7722 1.2433 -0.2 1.6 -0.2
H -3.9936 -0.2770 0.8700 -0.5 -0.3 0.2
H -3.3841 -1.5180 -0.3767 -0.1 1.3 0.9
H -0.8399 1.6952 -1.8058 3.1 1.3 -1.0
H -2.1110 0.5591 -2.2200 0.2 -0.3 -0.7
H -2.4613 2.0227 -1.3514 1.3 -1.3 0.0
H -0.4894 0.4776 2.2546 0.3 -0.1 0.2
H -0.6208 2.1391 1.5625 -1.0 -1.6 0.1
H -2.0705 1.2399 2.3614 1.1 0.2 -0.8
H -0.1365 -1.5961 0.6351 -1.0 0.3 -0.9
H 0.1059 -0.5515 -2.0614 1.4 -0.7 1.2
H 0.6927 -2.1255 -1.4352 1.2 0.8 -0.1
H 2.3781 -1.7468 0.8374 -0.4 -0.6 0.6
H 4.4999 -0.3735 1.2879 1.2 -0.2 1.4
H 4.5915 1.7505 -0.2323 -1.3 -1.4 -0.4
```
Forces are in eV/Å.

The gap between HOMO and LUMO comes out at 9.367 eV. The energy comes out at -28742.059 eV. The value obtained for the LUMO energy is 0.787 eV. As for the HOMO energy: -8.580 eV.